[1]
A molecular structure, C36H46N7NaO3PS. Source: OMol25; level of theory: ωB97M-V/def2-TZVPD.

As for the orbital gap (alpha / beta): 7.22 / 3.31 eV. As for the total charge: -1. The HOMO energy (alpha / beta) comes out at -5.0 / -2.9 eV. Its largest force on an atom is 3.29 eV/A.

```
95
Properties=species:S:1:pos:R:3:forces:R:3:lowdin_charge:R:1
H -4.905235 -3.586287 -3.152582 -0.483 0.309 0.461 0.067
C 1.646401 -3.645711 -4.002736 0.246 1.114 2.029 -0.031
C 2.995374 -1.722119 -2.443712 0.723 1.304 -0.133 -0.028
H -4.100351 2.493251 -3.432410 0.215 -0.089 -0.082 0.066
H 3.582987 -4.116528 -4.701188 0.431 -0.391 -0.797 0.082
C 0.931835 -2.884391 -3.048199 1.720 0.596 -0.817 -0.247
H -3.034911 -2.633916 -1.542008 -0.860 0.145 -0.462 0.079
C 2.321098 2.799722 -5.973686 -0.796 0.627 1.432 -0.066
C -5.518707 0.589558 0.733286 -1.092 0.957 0.558 -0.204
H 2.776232 4.429891 4.138279 0.208 -0.191 -0.061 0.112
H 1.040437 5.485961 2.881913 0.319 0.372 0.416 0.114
H -0.349436 3.040559 5.176105 0.881 0.405 -1.247 0.146
C 3.017703 -3.461398 -4.088227 -0.383 0.032 -0.246 -0.121
N -0.148888 3.823803 3.147181 -0.097 -0.903 0.978 -0.097
H 0.661500 4.489599 4.914311 0.003 -0.097 0.094 0.113
H 4.728121 -2.315948 -3.580838 0.304 -0.170 0.294 0.087
S 0.178513 2.982478 -2.011942 -0.564 -0.241 0.797 0.780
N 0.816174 1.719799 2.352892 0.624 0.891 -0.118 -0.110
C 3.686945 -2.494083 -3.369509 0.026 -0.011 0.324 -0.118
N 2.136507 3.768156 2.292199 -0.376 -0.116 -0.641 -0.082
P -3.807600 -0.486903 -1.252650 0.585 0.721 1.306 0.960
H -5.737717 1.397766 0.022044 0.214 0.094 0.312 0.051
C -0.957960 -3.551129 4.077171 0.296 1.795 -0.774 -0.033
H -3.043856 -0.860922 2.295978 -0.177 0.334 -0.031 0.077
H 3.671887 4.217430 -4.978855 0.915 0.192 -0.497 0.079
C 5.644986 -2.426921 1.714646 0.921 -1.221 0.998 -0.139
H 3.038314 -3.738375 3.530408 0.371 0.484 -0.219 0.093
H -0.247908 -4.091888 4.655945 0.154 -0.980 0.109 0.088
C -2.480342 -1.612603 2.822005 1.239 -0.459 -0.321 -0.170
H -4.168823 -2.593637 3.724067 -0.056 0.044 -0.321 0.081
H -2.916239 1.970224 -2.194224 0.218 0.010 -0.242 0.029
C 2.212755 3.530814 -3.636077 0.111 -0.480 -1.032 -0.105
C 3.639949 -3.045523 2.927202 -0.636 0.606 -0.373 -0.040
C -0.376637 2.571915 2.446104 -0.910 -0.581 -0.823 -0.183
C 2.641153 3.463552 3.630557 -0.161 0.415 0.621 -0.168
H -1.200790 2.017590 2.950836 0.591 0.209 -0.267 0.138
H -5.634680 0.868645 -2.088011 -0.517 -0.539 -0.311 0.057
H -6.145032 -0.983282 -0.565800 1.339 0.079 1.017 0.091
H 3.567814 -0.939378 -1.817486 -1.370 -1.266 -1.070 0.142
H 2.652639 4.053759 -2.766449 -0.429 -0.264 -0.700 0.101
C 1.608088 -1.810377 -2.388319 -0.477 0.132 0.805 -0.047
N 0.939189 -2.587743 3.036059 1.010 -2.383 2.032 -0.006
H -5.423156 -3.323270 -1.459668 0.022 -0.229 0.311 0.051
C -2.310621 -3.594864 4.168792 -0.091 -0.273 -0.496 -0.111
C -4.622267 0.657894 -2.421932 -0.645 -0.356 -0.539 -0.453
C 3.730877 -0.998594 1.555397 0.889 -0.186 1.364 -0.038
N -1.142637 -1.591101 2.612475 -0.496 0.134 0.370 0.076
C 1.872756 2.492453 1.580516 -1.119 -0.066 0.599 -0.124
C 1.010027 2.785416 -3.454283 0.791 0.378 -1.034 -0.735
H 2.863298 2.791604 -6.907177 -0.241 -0.049 -0.229 0.090
C -3.968327 2.003195 -2.464014 0.482 1.130 -0.198 -0.193
O 1.468804 -0.062990 -0.711014 0.005 0.010 -0.707 -0.102
H -4.966036 -1.396187 0.838071 -0.002 -0.033 -1.204 0.074
Na 0.280356 -0.287898 1.177379 -0.215 -0.102 -0.440 0.318
C 1.299887 1.497653 3.715649 -0.589 -0.998 0.653 -0.194
C 0.854911 4.529331 2.423561 0.860 0.020 -1.158 -0.192
H 3.636742 2.955556 3.579292 -0.987 0.087 0.031 0.136
H -0.502010 -4.049507 -3.219810 -0.196 -0.551 -0.273 0.091
C -3.103012 -2.595017 3.534860 -0.282 -0.712 0.836 -0.115
C 2.839078 3.565603 -4.914681 -1.571 -0.976 1.321 -0.085
C 0.460076 2.072633 -4.571289 -1.344 -0.885 0.637 -0.106
H -6.468024 0.429791 1.303240 0.662 0.183 -0.289 0.078
C 4.951665 -3.298289 2.591516 -0.110 1.151 -0.659 -0.112
H -4.632697 0.200582 -3.432626 -0.141 0.124 0.556 0.086
H -4.766188 0.911744 1.469106 -0.037 -0.046 -0.444 0.064
C 1.068228 2.113477 -5.794483 1.927 0.865 -0.867 -0.091
H 5.462835 -4.108440 3.052444 0.345 -0.786 0.023 0.077
C -3.779391 -2.047298 -2.154891 0.716 -1.492 0.567 -0.453
H -3.182063 -1.936503 -3.078028 -0.501 0.350 0.212 0.077
H 0.477570 1.069293 4.304573 0.077 -0.401 -0.331 0.125
O -0.383111 -0.697194 -1.839293 0.586 0.640 0.143 -0.045
H 1.117052 -4.400596 -4.528524 -0.212 -0.719 -0.536 0.090
H 6.669664 -2.680693 1.397452 -0.478 0.201 0.371 0.091
C 0.843193 -0.724527 -1.594196 -0.841 -1.192 0.453 -0.630
H -5.931691 -2.167162 -2.661917 0.385 -0.255 -0.150 0.059
H -2.754059 -4.488927 4.590108 -0.306 0.316 0.531 0.091
H 0.654887 1.725041 -6.717525 -0.260 -0.534 0.377 0.096
C 2.995445 -1.890836 2.369405 -0.667 -0.999 -0.739 -0.237
H -4.439756 2.684300 -1.762964 -0.049 0.097 0.367 0.056
C 5.090042 -1.235617 1.331061 0.132 0.636 -0.936 -0.123
N 1.641003 2.707903 4.469864 0.700 0.402 -1.707 -0.075
H -0.481509 1.435148 -4.429634 1.426 1.244 -0.055 0.136
H -0.690350 2.795707 1.403050 -0.024 -0.047 0.575 0.131
O -0.354960 -3.200400 -2.818245 -0.553 0.716 0.459 0.061
H 0.438990 4.744978 1.435826 0.342 -0.128 -0.183 0.125
C -5.099434 -2.829602 -2.362744 0.649 0.335 -0.887 -0.163
H 3.309264 -0.065811 1.250821 -0.511 0.153 -0.399 0.064
C -0.369702 -2.524337 3.246361 -1.242 0.520 -0.632 -0.350
C -5.187197 -0.675997 0.007384 -1.069 -1.449 -0.703 -0.458
H 1.459705 2.613959 0.553390 0.522 0.275 0.674 0.084
N 1.599304 -1.690554 2.424797 1.049 1.863 -0.794 -0.023
H 2.093465 0.750843 3.668257 0.263 0.272 0.190 0.118
C 0.416477 3.517989 4.469335 -0.825 0.291 1.648 -0.195
H 5.786900 -0.529638 0.806526 -1.179 -0.502 0.279 0.111
H 2.804206 1.914342 1.534147 -0.324 0.085 0.043 0.112
```
Positions in Å, forces in eV/Å.

[2]
A molecular structure, C36H47Br2N5O4Rb. Source: OMol25; level of theory: ωB97M-V/def2-TZVPD.

As for the orbital gap: 5.09 eV. As for the total charge: -1. The HOMO energy comes out at -3.5 eV. Its largest force on an atom is 1.49 eV/A.

```
95
Properties=species:S:1:pos:R:3:forces:R:3:lowdin_charge:R:1
H 4.506407 2.615166 -1.237856 0.034 0.004 -0.021 0.080
H -2.250753 -0.461792 -5.007124 0.002 0.039 -0.001 0.046
C 1.602557 -0.773065 -2.589668 -0.175 0.031 0.004 -0.097
C -3.427928 -2.013694 3.566004 -0.173 0.040 0.030 -0.058
C 0.246754 -0.800929 -3.033720 0.289 -0.292 0.152 -0.183
H -3.405804 1.594199 2.410203 -0.001 0.027 -0.017 0.100
N -2.372137 -0.177705 2.453561 -0.098 0.114 0.004 0.144
H 2.452710 -2.634590 5.693272 -0.010 0.023 0.013 0.105
H 3.050175 2.008580 -0.444893 0.029 0.010 0.043 0.061
C -0.440746 -2.146997 -3.295418 -0.051 0.033 0.042 -0.527
H 1.098194 2.417675 -3.188462 -0.036 0.037 0.020 0.088
H -0.894933 3.213879 -3.192444 -0.010 0.000 0.039 0.073
H -0.765073 -1.803592 -5.433198 0.009 -0.005 0.001 0.057
H -2.764377 0.096476 -2.437173 0.009 0.032 -0.003 0.051
H -2.822792 1.137251 -5.465945 -0.019 0.016 -0.008 0.075
C -2.516748 1.114585 -2.723787 0.001 0.009 0.059 -0.050
Br -5.984017 -1.946156 4.788014 -0.111 -0.031 0.055 0.757
C -4.548384 0.097107 3.428656 0.012 0.040 -0.004 -0.102
O 1.133650 -2.912783 7.685110 -0.070 0.092 0.129 0.058
H -0.694531 5.517203 0.105277 0.015 -0.010 0.004 0.106
C 1.196910 -3.555232 2.021264 -0.175 0.087 0.097 -0.082
C 1.834757 0.641587 2.389186 0.085 0.060 0.379 -0.746
C 2.236049 -1.126421 4.158703 -0.066 -0.072 0.005 -0.002
H 1.567475 4.645383 -0.011959 -0.081 0.021 -0.056 0.070
H 4.371680 -0.980831 -2.237296 0.010 -0.005 -0.018 0.077
H 1.286588 -2.136362 0.418889 -0.014 -0.039 -0.074 0.100
C 4.304081 -0.086105 -1.614624 0.015 -0.021 -0.005 -0.060
H -0.298335 -4.209527 -2.650331 0.002 -0.011 -0.012 0.078
H -2.164227 3.116820 -4.424156 -0.002 0.012 -0.007 0.076
O -0.765524 -1.893174 7.656038 0.126 0.010 0.137 0.057
N -0.426764 -1.866122 1.514330 0.088 0.012 -0.146 0.114
C -0.303256 -2.538765 -4.776794 0.037 0.047 -0.047 -0.049
H -0.870202 0.009582 6.164600 0.014 -0.010 0.010 0.117
N -1.939997 3.096790 0.203072 -0.034 -0.014 0.080 -0.023
C -0.110403 0.544367 -3.335335 0.095 0.424 0.063 -0.185
H 5.322051 0.261947 -1.413557 0.014 0.006 0.000 0.079
H 0.216474 -3.047094 -1.420397 -0.030 0.008 0.007 0.062
H 2.141701 -4.019383 1.783531 0.008 -0.037 -0.003 0.113
C -0.293875 4.816119 0.847913 0.008 0.040 -0.028 -0.292
C 1.034988 1.347008 -3.061124 -0.253 -0.108 -0.067 -0.109
H -1.290863 -3.525594 4.310231 -0.020 0.008 -0.018 0.107
H -1.177192 0.621253 -5.881500 0.004 0.020 -0.011 0.089
H 1.270873 -3.416231 -2.786405 0.026 -0.001 -0.025 0.075
H -0.163742 1.245985 4.096020 0.010 -0.010 -0.030 0.112
H -1.022251 3.218307 2.069853 0.025 -0.009 -0.006 0.097
C 4.205314 1.367147 -3.633535 -0.040 -0.008 -0.061 -0.058
H 1.140375 3.378314 0.917538 0.100 0.007 0.035 0.013
C -2.371017 -1.443266 2.865827 0.424 -0.251 -0.030 -0.204
H -0.468735 2.839189 -4.861735 0.006 -0.011 -0.024 0.086
H -2.172500 1.635534 -1.828271 0.009 0.008 0.005 0.046
H 0.754204 -2.595005 -5.041596 0.010 -0.004 -0.001 0.086
C 2.085705 0.542494 -2.606691 0.065 -0.080 -0.055 -0.307
H -2.181392 4.523726 1.795771 0.012 0.000 -0.021 0.103
H -2.551980 -1.552125 -3.498277 0.034 -0.048 0.006 0.048
H 3.665903 2.162717 -4.151379 -0.007 0.007 -0.001 0.077
C -1.134074 -2.246002 2.572343 -0.287 0.323 0.112 -0.214
O 1.415530 1.818007 2.255996 0.138 0.039 0.261 -0.151
C 3.489947 2.249605 -1.415234 -0.073 -0.040 0.022 -0.056
H 5.232266 1.701702 -3.454510 0.043 0.013 0.013 0.071
H 4.230665 0.499618 -4.296313 0.004 -0.009 -0.003 0.082
H 2.905281 3.055163 -1.863560 -0.006 0.008 -0.011 0.072
H -2.297344 -3.225029 -3.029535 -0.014 -0.021 0.001 0.077
C 0.390672 0.387030 4.448967 -0.059 0.042 0.071 -0.006
C 0.769582 -1.356457 6.008954 -0.119 -0.247 0.528 -0.161
C -1.219494 2.679670 -4.086438 0.012 -0.010 -0.022 -0.081
N 0.785803 4.053398 0.240822 0.047 -0.104 0.141 0.003
N 0.354140 -2.101828 7.223991 -0.017 -0.019 -0.560 -0.350
O 2.413442 -0.061893 1.538023 0.250 0.010 0.307 -0.112
C -4.524829 -1.220516 3.842347 0.121 -0.009 -0.047 -0.682
H -5.388432 0.743342 3.635404 -0.013 0.000 0.003 0.101
H 0.015511 5.418065 1.715865 -0.013 -0.016 -0.009 0.106
C -1.416829 3.900362 1.309271 -0.045 -0.015 0.025 -0.293
C 0.706202 -2.503843 1.256767 0.189 0.015 -0.120 -0.132
Br 1.083928 -5.253624 4.295600 0.020 -0.123 0.061 0.779
C 3.500442 1.008899 -2.318956 -0.020 -0.015 0.120 -0.560
H 2.189277 -1.635045 -2.310674 0.006 -0.048 -0.001 0.081
H 3.843677 -0.359716 -0.663674 -0.021 0.022 0.016 0.071
Rb 0.323165 0.777046 0.031264 -0.774 0.001 -1.273 0.919
H -2.803976 2.632412 0.456311 0.015 0.015 -0.015 0.050
H -0.764567 -3.512806 -4.972353 -0.014 -0.043 0.004 0.075
C -1.921724 -2.205111 -2.900292 -0.041 -0.004 0.030 -0.061
H -2.051770 -1.927305 -1.851007 0.025 -0.024 0.017 0.084
H -3.435176 1.603590 -3.069225 -0.025 0.008 -0.025 0.081
C 1.490424 -0.040534 3.710868 0.075 -0.046 0.104 -0.107
C -0.738431 -3.272512 3.416534 0.154 -0.104 0.057 -0.067
C 0.234111 -3.267633 -2.488395 0.001 0.008 0.021 -0.072
C 0.450657 -3.921370 3.121944 -0.046 0.070 -0.056 -0.678
C 1.891465 -1.786714 5.328629 0.125 0.074 -0.148 -0.019
H -2.139016 3.676721 -0.605026 0.066 -0.027 -0.003 0.070
H 3.072502 -1.461965 3.560091 0.013 0.033 -0.013 0.125
C -3.438222 0.561037 2.737499 0.061 -0.056 0.011 -0.114
C -1.422897 1.183340 -3.804160 0.008 -0.032 0.025 -0.526
H -3.408873 -3.047914 3.876626 0.024 -0.002 -0.027 0.107
C -1.950604 0.577782 -5.111701 0.008 -0.013 -0.055 -0.059
C 0.002467 -0.282824 5.598726 0.032 0.097 -0.182 0.002
```
Positions in Å, forces in eV/Å.

The evaluated energy relative to the best compared isomer or geometry (same formula, charge and spin) for the records listed, in turn: 69.8 6.3 kcal per mole.